208
Properties=species:S:1:pos:R:3:forces:R:3 method="wB97M-V/def2-TZVPD" lumo_energy_ev=-1.4 e_homo_ev=-9.711 relative_energy_kj_mol=615.2 gap_ha=0.305
C 1.73108 -6.74489 -6.06282 -0.940 -0.407 0.435
C 6.85047 5.72661 8.18662 -0.387 -0.004 1.578
Cl -9.48725 -7.94680 -5.96404 -0.543 0.670 0.429
H 3.94589 1.88683 -9.92956 -0.357 0.247 -0.212
C -2.16286 -10.48333 -4.16424 1.747 -1.673 -2.700
H 0.99007 11.31237 -3.97053 0.086 0.229 -0.284
C -2.23444 2.62647 -1.86501 1.030 0.775 1.113
C -16.05174 0.13762 -10.68813 0.344 0.071 1.564
C 2.72326 3.27700 -8.57217 0.832 -0.894 -0.337
H -0.79048 4.62701 -0.51496 -0.232 -0.275 -0.693
H -15.54081 -0.17809 -11.59773 -1.304 0.047 -0.575
H 0.86036 11.85916 8.69369 0.111 0.141 0.016
N -5.44546 -5.70346 -14.75016 2.613 -1.294 3.549
H 0.25609 -6.27312 13.72052 -0.078 -0.103 0.140
O -0.90316 -2.66220 10.66121 2.494 1.207 1.517
C -0.75163 3.90149 1.38793 1.554 -0.511 1.343
C -7.83152 -3.40604 7.33185 0.375 0.162 0.504
H 2.27903 1.29640 -9.43561 0.170 0.065 -0.367
C 1.59599 12.04362 6.65396 -1.010 0.041 -0.825
C -3.85939 0.21629 -4.17322 -0.913 0.306 -0.207
H -2.71257 -3.11439 -11.97446 0.061 -0.222 0.258
H 6.06651 -1.23321 -1.50372 0.033 -0.072 0.435
C 2.23135 -6.85283 -7.34441 0.816 0.270 0.301
C 7.83208 8.10961 8.41651 -0.447 -1.231 -0.770
C -1.81092 2.67634 -0.40422 0.559 0.651 -0.437
H -8.14085 -2.48888 7.83308 -0.721 -0.023 -0.289
C 8.36340 9.26484 7.86893 0.399 -1.483 0.379
C 3.18493 5.14473 -10.21712 3.465 2.239 -1.383
C 3.16267 1.87740 -9.17155 -0.063 1.276 1.458
C 1.35781 11.61888 5.23165 0.236 0.191 2.580
H 2.10696 -5.93146 -5.45995 -0.275 -0.063 0.309
H 1.65139 5.07100 -8.92918 -0.468 -0.047 -0.189
H -0.77062 2.92460 3.32871 0.208 0.116 -0.003
C 9.19895 2.22864 -1.86306 0.044 -1.779 0.330
H 11.67806 6.07075 -1.22872 0.707 -0.466 -0.442
H 2.57381 1.30225 12.94971 -0.101 0.051 0.313
C -0.23057 1.56346 11.11630 -1.539 -3.207 -0.704
H 2.60507 11.70254 6.88531 -0.157 -0.257 0.330
H 4.62291 2.68501 -2.30888 -0.234 -0.055 0.029
H -7.00133 -4.38608 4.13117 0.488 -0.007 0.004
H 3.51667 3.74692 -7.99099 0.455 -0.191 -0.234
C 5.95610 3.92214 4.93489 -0.652 -1.544 0.749
C -3.82853 -0.84626 -1.95783 -1.321 -0.186 -2.674
N -7.72789 -6.78168 6.00335 -0.876 -2.676 0.870
H -10.24518 -10.02580 -7.59565 0.043 0.120 -0.242
C -0.45809 -9.85812 -5.91258 0.240 -1.332 -2.236
H -2.37594 -11.39980 -4.69440 0.056 -0.013 -0.386
C -2.86475 -4.01941 -12.56258 0.148 -0.147 -0.372
C 7.23162 7.22127 6.18312 0.973 2.191 0.356
Cl -9.09287 -8.83656 -9.34616 -0.300 -0.261 0.167
H -3.16502 -8.92920 -1.40120 0.104 -0.057 0.223
C -4.18521 -0.82915 -3.34422 0.718 -0.992 1.240
C 0.64258 -5.27511 13.57552 1.125 -0.154 0.217
H -14.22275 0.91982 -10.38764 0.493 0.463 0.746
H 11.44133 3.44937 -1.65703 0.305 0.330 0.262
C -14.11107 -1.11352 -9.94330 1.163 -1.268 0.396
H -0.48667 9.68392 8.21066 -0.458 0.252 -0.276
C 5.39600 1.96446 -2.08629 -0.093 1.137 0.618
H -0.06945 4.67592 1.70616 -0.390 0.524 0.013
O 0.54363 -6.63095 -3.51597 -0.467 -0.554 0.268
C -9.20344 -9.86351 -7.87233 0.483 0.712 0.358
C -7.73843 -3.28599 5.82133 -0.385 -0.449 0.460
H 3.02139 -6.14950 -7.56248 -0.092 0.187 -0.546
H -4.32754 -7.21927 -12.08115 -0.116 0.205 -0.048
C 2.20167 4.34737 -9.53055 -0.651 -0.237 0.149
H -3.02303 -6.71055 -13.16936 0.341 -0.323 0.348
C 6.54895 6.26888 5.24832 1.015 0.095 -0.522
Cl 0.58627 12.85678 -6.57601 0.204 0.273 0.293
O -0.66642 -10.85794 -6.60762 0.216 1.114 0.948
H 0.91694 -5.40338 5.89484 -0.107 -0.040 0.215
C 5.63794 2.65684 5.45813 0.908 0.256 -0.604
H -0.88420 2.20229 10.54091 0.201 0.506 0.318
H -16.69564 -0.60067 -10.21018 -0.544 -0.040 -0.779
C 0.50204 -5.86823 5.00049 1.149 0.216 0.448
H -8.69377 -3.35217 5.30071 -0.261 0.593 0.328
H 4.17337 0.18656 -1.59292 -0.378 0.584 -0.151
C 7.87547 8.40836 5.66095 -0.363 -1.596 0.837
H -7.59389 -8.62134 -7.10289 0.112 -0.373 0.283
C 6.90298 3.96009 -2.47296 -1.528 0.451 1.110
C 5.73096 2.39008 6.82077 -0.554 -0.798 -1.271
C -3.92250 -6.38160 -12.64893 0.360 0.933 -1.027
H -14.11307 -1.52825 -10.95132 0.074 0.314 -0.244
H -3.34597 -3.68024 -13.47991 -0.225 -0.295 -0.030
C 6.21733 -0.16542 -1.56277 0.886 -0.188 -0.021
H 2.92311 -3.22523 15.02111 0.458 0.502 -0.569
H 0.97271 2.97115 12.03885 0.348 0.099 0.191
H 0.95247 10.62431 -7.00851 -0.057 -0.207 0.323
N 1.26547 11.28661 4.14932 -0.279 -0.404 -1.529
C 9.76570 6.46690 -1.78476 -0.986 -0.515 -1.420
H -1.36100 -7.42279 -1.98129 0.219 0.343 -0.521
C 0.37883 10.05500 7.66175 -0.726 -0.526 0.235
O 6.82256 5.55820 9.41542 0.121 0.165 -2.299
H -4.20061 0.27320 -5.19631 0.152 -0.449 -0.182
C 6.08502 3.34300 7.70922 1.068 1.760 0.110
C 2.26378 -3.54091 14.22611 -1.252 -2.288 0.932
Cl 3.06749 11.03196 -5.18443 -0.572 -0.146 0.537
O 3.20373 -0.99097 13.84038 -1.953 -0.707 -1.726
C -2.55984 -9.13366 -2.27205 -0.244 0.010 -0.023
H 1.45247 -4.56349 3.31902 -0.874 0.163 0.328
H -8.39731 -4.26801 7.68540 -0.011 0.124 0.003
C -1.61738 1.72962 1.79085 -0.816 -0.157 0.783
H 8.32805 -0.37849 -1.51690 0.167 -0.016 0.055
C -0.99621 2.86791 2.27405 -0.635 -0.683 -0.106
C 1.75636 -4.86103 14.38355 -1.325 1.099 -1.860
O 10.12184 1.47355 -1.61105 0.107 0.387 -0.232
C 1.28145 10.75376 -4.86000 1.343 0.365 -0.418
H 1.18782 9.69414 -4.62221 -0.119 0.042 -0.321
H 1.15171 9.48504 8.17741 0.663 0.521 -0.238
C 0.48729 11.57136 7.71080 1.945 0.193 -0.515
H 8.84496 10.26813 6.10463 0.545 -0.161 -0.377
H -5.91024 -4.37067 5.59813 0.267 0.066 -0.495
C 0.56369 11.13905 -6.12988 -0.850 -0.378 0.126
C 0.76376 -7.65096 -5.58629 0.489 -1.227 -1.186
C 10.66721 4.19554 -1.75891 -1.314 0.813 -0.266
C 0.17898 -7.55975 -4.21854 1.094 1.366 -0.576
C 0.63808 -3.19447 12.39806 0.860 -0.245 0.862
H 7.92847 8.05953 9.49103 -0.483 -0.708 0.079
C 10.80618 5.59740 -1.65551 1.145 -1.581 1.169
C 0.38097 -7.42375 5.28808 0.293 0.379 -1.170
C 8.50386 9.32644 6.50870 -1.554 0.610 -1.791
H -7.25937 -2.31706 5.68077 0.027 -0.165 -0.817
N 4.00024 5.83489 -10.71199 -2.369 -2.005 1.270
C 2.21699 -1.35726 13.16083 1.801 1.574 1.814
H -4.08504 -1.74774 -1.42122 0.300 0.275 0.514
C -0.84330 -8.54140 -3.82738 -0.438 0.205 0.154
H 2.51235 -5.40457 4.31722 0.202 -0.827 -0.330
N -11.58437 -1.10896 -9.07349 -2.336 -0.073 -0.958
C -3.29230 0.30020 -1.44753 1.551 2.040 1.204
C -1.58827 -8.23023 -2.66158 0.040 -1.540 -0.309
H 10.02809 7.51279 -1.72412 -0.652 0.183 0.192
C 1.90604 -7.88004 -8.20875 -1.051 -0.800 1.495
C 5.13439 0.67015 -1.68768 0.219 -0.358 -0.696
H 3.60668 1.40368 -8.29603 0.046 -0.428 -0.108
H 6.20903 2.99284 8.72333 -0.001 0.803 0.321
H -1.30449 -0.05538 10.28770 -0.004 -0.687 0.160
O -3.03341 -0.59127 0.77082 0.498 2.636 -2.095
C -8.46609 -9.14268 -6.70847 -0.279 -1.321 -1.211
C 7.51497 0.32322 -1.63051 0.958 -0.515 -0.268
H -4.46387 -4.79260 -11.27082 -0.320 0.209 -0.392
C 0.45037 -8.77799 -6.40835 0.978 0.865 -0.250
C -1.07909 3.77525 0.08304 -0.746 0.467 -1.351
H -8.74815 -10.82161 -8.12301 0.117 0.157 0.110
H 5.50636 1.79920 4.81506 -0.451 0.141 -0.305
C -2.80045 -10.29820 -3.01549 -0.773 1.069 2.299
H 0.85090 -9.72365 -8.34043 -0.267 -0.269 0.313
C -6.92956 -4.43631 5.21764 0.253 -0.115 0.237
H 2.32040 -7.88717 -9.20608 -0.058 -0.363 -0.013
C -2.83267 0.36800 -0.01787 0.196 -1.674 2.628
H -3.44694 -11.07284 -2.63027 -0.325 0.153 -0.073
C 0.28201 -0.81145 11.63395 0.012 1.406 -0.911
H 0.32393 9.70397 6.63128 -0.118 -0.116 0.052
C 8.53646 5.95223 -2.18782 -1.459 -1.434 0.722
C -2.04167 1.62628 0.47821 -1.203 -1.044 -1.378
C 1.40174 -0.38153 12.39836 -0.804 0.321 -0.801
H 2.01509 3.04226 -7.77751 -0.549 0.146 -0.368
C 0.08398 -4.49716 12.55508 1.467 2.006 1.020
C 6.42882 4.64293 7.21758 -0.163 -0.591 0.582
C 8.27144 4.53106 -2.22888 1.626 1.219 -0.134
C -0.49888 0.16890 10.97114 0.771 0.668 0.236
H -0.49064 10.91010 -5.97472 -0.031 -0.176 -0.252
H -0.79125 -4.72430 11.96451 0.129 -0.403 0.004
C 6.34604 4.89545 5.82986 -0.608 0.799 0.297
H 5.53000 1.38474 7.16035 -0.027 -0.084 0.058
C -4.78023 -6.02995 -13.82001 -2.658 1.145 -2.605
O 5.93578 4.67491 -2.74162 1.531 -0.974 -0.004
H 1.68991 13.12050 6.51389 -0.209 0.225 0.665
H 8.85913 10.00274 8.48225 -0.295 0.104 0.206
C 0.00543 -2.24740 11.42956 -2.914 -1.428 -0.618
H -16.48757 1.13655 -10.70506 -0.356 -0.320 -0.485
C -3.01130 1.44581 -2.25531 -0.595 -1.886 -2.366
O -1.85997 3.47776 -2.66144 -0.576 -0.725 0.729
H 1.42651 -6.28172 3.08449 0.699 -0.090 -0.010
C -3.57453 -5.12699 -11.80500 -0.639 -0.020 0.675
C 7.82618 1.65251 -1.90742 -2.054 0.539 0.427
H -14.68685 -1.85297 -9.38670 0.246 -0.210 0.323
C 7.28413 7.03366 7.58176 0.710 1.375 0.684
H -1.95443 0.96750 2.47786 0.314 -0.316 0.009
H 2.19067 -5.54019 15.10225 -0.133 0.033 0.105
H -4.63556 -1.70983 -3.77782 -0.163 -0.093 0.082
H -6.81474 -3.46279 7.72049 0.243 -0.537 0.004
N 2.72233 -8.61187 5.71124 -1.385 0.667 -0.090
C -14.82293 0.20914 -9.81947 1.787 0.324 -0.674
C 1.53389 -5.51240 3.84917 -0.852 -0.444 0.750
C 1.68916 -8.10391 5.56709 0.282 0.080 -0.077
H 5.86640 4.16351 3.88603 0.098 -0.061 -0.028
C -1.12620 -9.66636 -4.64625 -1.185 1.734 2.665
C -7.38106 -5.77792 5.62867 0.607 3.032 -0.813
C 9.37676 3.67570 -1.99640 0.134 1.266 -0.139
H -8.25364 -9.91965 -5.97411 0.375 0.294 0.107
C 0.79044 1.91311 11.92170 1.270 1.430 0.182
C 6.69594 2.47502 -2.10224 0.790 0.789 -1.218
H -0.02367 -7.86972 4.37952 0.367 -0.161 -0.387
H -2.92503 -5.37418 -10.96527 0.192 -0.584 -0.140
C 1.70197 -2.71967 13.26620 -1.012 -1.151 -1.230
C -12.68098 -1.13350 -9.47797 1.095 0.204 0.860
H -0.39924 -7.74783 5.97680 0.370 0.548 0.662
H -1.89743 -4.44734 -12.82581 0.238 0.388 -0.215
H -0.45078 12.11668 7.60716 0.004 -0.264 -0.496
H -14.82407 0.43477 -8.75308 -0.656 0.490 -0.171
H -0.46737 -5.38219 4.89047 -0.147 -0.485 -0.335
O 6.30585 6.55188 4.07589 0.163 -0.400 1.771
C -3.29585 1.34192 -3.64984 0.218 1.318 2.064
H 1.59202 3.94729 -10.34072 -0.509 -0.167 0.326
C 1.05878 -8.89385 -7.68118 0.111 0.988 -0.594
C 1.66127 0.98375 12.46780 0.182 -0.526 0.395
H 7.90709 8.47092 4.58323 -0.022 0.362 -0.045
H 7.65421 6.57171 -2.25329 0.029 0.252 -0.354
H -3.16372 2.24592 -4.22578 0.298 -0.121 -0.233